(1)
Density functional theory data (ωB97M-V with the def2-TZVPD basis set) for a structure of composition C28H54Al2F4MgN2O7P at a distorted geometry.

```
99
Properties=species:S:1:pos:R:3:mulliken_charge:R:1
C 2.130 1.083 3.206 -0.74
O 1.139 0.091 3.404 -0.36
C 1.115 -0.840 2.329 0.06
C 0.408 -2.124 2.728 -0.86
C -0.869 -1.990 3.564 -1.36
C -2.036 -1.104 3.131 0.18
C -2.647 -1.352 1.738 -0.61
C -4.195 -1.325 1.727 0.61
C -4.848 -0.380 0.723 -1.10
C -4.485 1.099 0.931 -0.69
C -4.353 1.542 2.394 0.29
P -5.798 1.277 3.434 0.15
C -5.422 1.356 5.183 -0.49
C -6.037 0.285 6.111 -0.74
C -6.192 -1.112 5.510 -0.18
N -6.570 -2.008 6.571 -0.56
H 1.708 2.086 3.298 0.29
H 2.942 0.996 3.933 0.26
H 2.580 0.970 2.212 0.24
H 0.626 -0.338 1.471 0.09
H 2.149 -1.061 2.049 0.43
H 0.218 -2.677 1.801 0.30
H 1.090 -2.697 3.360 0.41
H -0.548 -1.582 4.527 0.38
H -1.241 -2.999 3.767 0.44
H -2.823 -1.244 3.882 -0.02
H -1.704 -0.059 3.195 0.25
H -2.345 -2.344 1.392 0.57
H -2.232 -0.634 1.024 0.14
H -4.557 -2.333 1.515 0.54
H -4.575 -1.093 2.735 -0.88
H -5.938 -0.484 0.772 0.39
H -4.577 -0.668 -0.296 0.32
H -5.196 1.751 0.420 0.43
H -3.514 1.307 0.474 0.37
H -4.166 2.622 2.449 0.58
H -3.534 1.034 2.931 -0.45
H -6.419 0.052 3.120 0.11
H -5.793 2.337 5.517 0.41
H -4.328 1.426 5.261 0.51
H -6.981 0.638 6.529 0.44
H -5.354 0.194 6.962 0.30
H -5.255 -1.461 5.066 0.08
H -6.963 -1.099 4.713 0.31
H -6.519 -2.987 6.314 0.27
H -7.516 -1.848 6.901 0.25
C -0.274 2.828 -5.839 -1.34
C 0.154 1.691 -6.741 -0.27
N 1.643 1.411 -6.767 0.17
C 2.371 2.630 -7.252 -0.15
C 1.939 0.334 -7.815 -0.28
C 1.362 -1.054 -7.601 -1.22
C 2.248 1.091 -5.412 -0.80
C 1.651 -0.033 -4.577 0.36
O 0.343 0.235 -4.190 -0.26
C -0.454 -0.924 -3.896 -0.80
H 0.097 3.798 -6.171 0.33
H -1.362 2.878 -5.867 0.43
H 0.017 2.671 -4.803 0.26
H -0.106 1.906 -7.779 0.54
H -0.343 0.768 -6.465 0.20
H 1.995 2.958 -8.242 -0.69
H 3.422 2.372 -7.368 0.49
H 2.271 3.441 -6.538 0.52
H 3.025 0.286 -7.889 0.40
H 1.559 0.758 -8.744 0.41
H 1.983 -1.668 -6.954 0.37
H 1.351 -1.550 -8.572 0.43
H 0.339 -1.054 -7.230 0.28
H 2.220 2.021 -4.845 0.57
H 3.291 0.850 -5.623 0.39
H 2.300 -0.130 -3.667 -0.54
H 1.754 -0.996 -5.079 0.36
H 0.170 -1.800 -3.720 0.41
H -1.133 -1.124 -4.725 0.27
H -1.034 -0.709 -3.002 0.25
C 6.318 -0.976 4.076 -0.54
C 5.233 -1.116 3.318 -0.22
C 5.345 -1.337 1.860 0.66
O 4.358 -1.496 1.143 -0.60
C 6.678 -1.369 1.271 -0.59
C 7.780 -1.229 1.996 -0.46
C 7.702 -1.035 3.475 0.14
O 8.675 -0.914 4.169 -0.44
H 6.277 -0.821 5.146 0.46
H 4.228 -1.097 3.724 0.50
H 6.737 -1.527 0.199 0.45
H 8.745 -1.263 1.494 0.70
F 10.301 -4.509 0.767 -0.35
Al 10.042 -3.536 -0.577 0.58
F 11.389 -3.441 -1.565 -0.33
F 9.636 -1.969 -0.012 -0.38
F 8.682 -4.074 -1.427 -0.40
Mg 0.754 4.350 -9.649 0.45
C -6.248 5.016 3.856 0.88
O -5.161 4.489 3.834 -0.50
O -6.884 5.694 2.999 -0.17
O -7.156 5.058 4.734 -0.17
Al 3.525 0.552 -1.662 0.89
```

Properties
total charge: +3
HOMO: -0.5143 Eh

---

(2)
Density functional theory data (ωB97M-V with the def2-TZVPD basis set) for a structure of composition C20H21N3O3S at a distorted geometry.

```
48
Properties=species:S:1:pos:R:3:nbo_charge:R:1
C 0.601 4.137 0.012 -0.28
H 1.134 4.488 -1.017 0.19
H 1.052 4.858 0.719 0.22
H -0.484 4.142 -0.166 0.22
O 1.035 2.655 0.067 -0.53
C 0.574 1.784 -0.652 0.23
C 1.532 1.183 -1.324 -0.24
C 1.302 0.352 -2.544 -0.23
C -0.040 -0.064 -2.657 -0.28
C -0.945 0.411 -1.784 -0.26
C -0.764 1.642 -0.811 0.11
N -1.795 2.152 -0.138 -0.45
C -3.062 1.765 -0.529 -0.17
H -3.543 2.995 -0.150 0.15
C -3.811 0.810 0.241 -0.24
N -2.901 -0.173 0.971 -0.47
C -2.853 -1.561 0.416 0.69
O -3.747 -1.786 -0.391 -0.59
C -1.819 -2.330 0.856 -0.79
H -2.534 -3.291 1.240 0.28
H -1.411 -2.141 1.708 0.28
S -0.839 -2.855 -0.205 0.46
C 0.641 -1.892 0.151 0.38
N 0.656 -1.110 1.246 -0.52
C 2.008 -0.510 0.781 0.14
C 2.751 0.287 1.784 -0.19
C 3.995 0.345 1.469 -0.25
C 4.668 0.041 0.391 -0.19
C 3.908 -1.102 -0.247 -0.20
C 2.705 -1.364 0.032 0.15
O 1.789 -2.066 -0.673 -0.44
H 4.448 -1.594 -1.300 0.22
H 5.692 0.161 0.230 0.23
H 4.507 1.137 2.022 0.20
H 2.131 0.704 2.604 0.23
C -1.818 0.606 1.812 -0.31
H -0.902 -0.155 1.537 0.29
C -1.554 1.890 1.660 -0.19
H -2.264 2.604 1.901 0.20
H -0.652 2.245 1.796 0.22
H -2.169 0.277 2.960 0.22
H -4.658 0.372 -0.020 0.25
H -4.421 1.199 1.268 0.17
H -3.204 1.649 -1.464 0.20
H -2.094 0.141 -1.958 0.21
H -0.082 -0.926 -3.285 0.22
H 2.189 -0.206 -2.985 0.22
H 2.767 1.512 -1.316 0.24
```

Properties
total charge: 0
HOMO: -0.2647 Eh
energy relative to the best compared isomer or geometry (same formula, charge and spin): 471.4 kcal/mol

---

(3)
Density functional theory data (ωB97M-V with the def2-TZVPD basis set) for a structure of composition C42H41GeIN3O7PTi at a distorted geometry.

```
97
Properties=species:S:1:pos:R:3:mulliken_charge:R:1
Ti 0.521 -0.963 -0.904 1.14
I 1.509 -0.808 -3.465 -0.08
C 0.796 0.883 -4.517 0.02
C 0.912 0.563 -5.834 -0.68
C 0.657 1.559 -6.810 -0.84
C 0.404 2.824 -6.423 -1.19
C 0.356 3.171 -5.044 1.12
C 0.174 4.543 -4.701 -1.13
C 0.111 4.894 -3.394 -1.17
C 0.110 3.917 -2.406 -0.73
C 0.331 2.583 -2.650 0.79
P 0.061 1.636 -1.085 2.25
C -1.595 2.203 -0.658 -0.14
C -2.497 2.847 -1.499 0.20
C -3.800 3.215 -1.116 -1.05
C -4.163 3.049 0.200 -0.85
C -3.267 2.447 1.095 -0.44
C -2.011 2.004 0.651 0.89
C 1.182 2.606 0.053 0.80
C 2.219 3.334 -0.495 -0.27
C 3.167 4.026 0.274 -0.93
C 3.057 4.005 1.638 -0.62
C 2.042 3.217 2.230 -1.10
C 1.171 2.484 1.457 -0.25
C 0.478 2.178 -4.030 -0.20
H 1.191 -0.433 -6.169 0.39
H 0.735 1.272 -7.850 0.40
H 0.285 3.572 -7.143 0.49
H 0.155 5.307 -5.477 0.39
H 0.036 5.898 -3.039 0.51
H -0.055 4.181 -1.367 0.67
H -2.180 3.093 -2.511 0.35
H -4.493 3.612 -1.864 0.42
H -5.132 3.287 0.603 0.39
H -3.614 2.318 2.140 0.42
H -1.308 1.576 1.376 -1.18
H 2.308 3.323 -1.556 0.49
H 3.964 4.560 -0.257 0.37
H 3.780 4.535 2.271 0.37
H 1.991 3.176 3.300 0.52
H 0.516 1.831 2.019 0.18
C -1.519 -3.228 -1.889 -1.27
N -1.581 -1.902 -1.302 1.42
C -2.177 -0.934 -2.292 -1.39
C -2.343 -1.785 -0.021 0.51
C -2.104 -2.871 0.972 0.62
C -2.886 -4.015 0.900 -0.38
C -2.764 -5.076 1.809 -0.93
C -1.826 -4.970 2.824 -1.02
C -1.093 -3.804 2.942 -0.49
C -1.265 -2.719 2.093 0.36
H -2.521 -3.640 -2.077 0.27
H -1.044 -3.909 -1.200 0.34
H -0.940 -3.207 -2.817 0.34
H -3.224 -1.264 -2.530 0.38
H -1.580 -0.984 -3.173 0.36
H -2.202 0.096 -1.858 0.39
H -3.431 -1.744 -0.281 0.66
H -2.083 -0.793 0.365 -1.74
H -3.566 -4.153 0.067 0.38
H -3.400 -5.900 1.717 0.54
H -1.606 -5.815 3.459 0.46
H -0.428 -3.628 3.794 0.48
O 1.623 -4.471 0.850 -0.72
C 1.770 -3.383 0.288 0.16
O 0.922 -2.842 -0.511 -0.63
C 3.108 -2.590 0.463 0.74
C 4.243 -3.369 0.637 -0.53
C 5.488 -2.749 0.635 -0.43
C 5.608 -1.375 0.501 -0.56
C 4.446 -0.627 0.242 -0.58
C 3.126 -1.179 0.312 0.41
O 2.013 -0.504 0.370 -0.01
N 4.634 0.843 0.048 0.97
O 5.247 1.483 0.906 -0.58
O 4.126 1.327 -0.958 -0.52
N 6.681 -3.559 0.919 0.96
O 6.613 -4.741 1.289 -0.60
O 7.730 -2.982 0.790 -0.61
H 4.205 -4.444 0.694 0.60
H 6.548 -0.915 0.748 0.55
C -2.178 -2.017 5.403 -1.43
Ge -1.984 -0.768 3.884 0.95
C -1.405 0.944 4.599 -1.10
C -3.624 -0.713 2.881 -1.01
C -0.615 -1.458 2.543 0.44
H -2.912 -1.601 6.084 0.42
H -1.265 -2.240 5.965 0.35
H -2.628 -2.963 5.045 0.39
H -2.154 1.400 5.284 0.37
H -1.286 1.552 3.723 0.29
H -0.427 0.861 5.073 0.37
H -4.393 -0.105 3.346 0.44
H -4.101 -1.667 2.643 0.39
H -3.445 -0.216 1.920 0.08
H -0.547 -0.709 1.752 -1.60
H 0.306 -1.499 3.089 1.04
```

Properties
total charge: 0
HOMO (spin up / spin down): -0.2393 / -0.2391 Eh
energy relative to the best compared isomer or geometry (same formula, charge and spin): 0.0 kcal/mol

---

(4)
Density functional theory data (ωB97M-V with the def2-TZVPD basis set) for a cluster of 8 separate species, C26H36O24 in total at a distorted geometry.

```
86
Properties=species:S:1:pos:R:3:mulliken_charge:R:1
C -4.396 -3.285 -2.643 -1.44
C -5.130 -4.220 -1.729 0.53
C -4.642 -5.657 -1.741 -0.42
O -4.353 -5.959 -0.337 -0.33
C -4.464 -4.771 0.322 0.64
O -4.094 -4.506 1.456 -0.56
O -4.893 -3.783 -0.484 -0.33
H -4.454 -2.212 -2.456 0.34
H -4.791 -3.476 -3.640 0.37
H -3.314 -3.414 -2.640 0.35
H -6.190 -4.248 -1.981 0.27
H -3.677 -5.735 -2.241 0.28
H -5.451 -6.308 -2.073 0.30
C 8.681 -2.370 5.562 -1.39
C 8.983 -1.596 4.268 0.39
C 8.017 -0.477 3.998 -0.38
O 8.751 0.736 4.040 -0.33
C 10.070 0.415 4.280 0.67
O 10.892 1.255 4.501 -0.54
O 10.233 -0.839 4.354 -0.35
H 8.628 -1.663 6.390 0.37
H 9.489 -3.099 5.632 0.34
H 7.762 -2.955 5.585 0.38
H 9.012 -2.321 3.454 0.27
H 7.234 -0.615 4.744 0.27
H 7.538 -0.658 3.036 0.30
O 2.941 -5.980 -4.386 -0.60
C 3.173 -6.314 -3.189 0.71
O 3.850 -7.321 -2.759 -0.32
C 4.034 -7.289 -1.328 -0.24
C 3.267 -6.117 -0.895 -0.23
O 2.867 -5.574 -2.122 -0.33
H 3.671 -8.166 -0.794 0.26
H 5.061 -7.211 -0.971 0.25
H 3.875 -5.377 -0.374 0.26
H 2.345 -6.462 -0.428 0.24
O -5.343 2.706 5.902 -0.54
C -4.552 3.240 5.172 0.67
O -3.921 2.589 4.227 -0.31
C -2.818 3.351 3.782 -0.29
C -3.247 4.718 4.106 -0.31
O -4.060 4.518 5.258 -0.33
H -1.901 3.146 4.336 0.26
H -2.777 3.141 2.713 0.27
H -3.841 5.171 3.312 0.25
H -2.385 5.382 4.171 0.33
O -1.700 -0.670 9.442 -0.53
C -0.941 -1.186 8.659 0.71
O -1.229 -1.684 7.455 -0.33
C -0.065 -1.903 6.655 -0.22
C 0.977 -2.001 7.757 -0.31
O 0.379 -1.287 8.793 -0.35
H -0.038 -2.849 6.114 0.28
H 0.161 -1.132 5.918 0.24
H 1.924 -1.524 7.505 0.27
H 1.185 -3.036 8.027 0.25
O -4.102 2.496 -5.796 -0.51
C -4.913 2.673 -6.660 0.64
O -5.695 1.730 -7.237 -0.31
C -6.795 2.473 -7.744 -0.35
C -6.207 3.815 -8.165 -0.28
O -5.142 3.893 -7.251 -0.31
H -7.257 1.991 -8.606 0.30
H -7.534 2.529 -6.944 0.28
H -6.953 4.596 -8.015 0.27
H -5.840 3.869 -9.189 0.27
O -1.671 7.352 -2.974 -0.60
C -1.253 7.506 -4.114 0.71
O -1.502 8.509 -4.779 -0.29
C -0.970 8.386 -6.063 -0.32
C -0.469 6.958 -6.118 -0.17
O -0.454 6.634 -4.787 -0.32
H -1.819 8.630 -6.702 0.26
H -0.201 9.150 -6.176 0.25
H 0.570 6.903 -6.441 0.26
H -1.079 6.348 -6.784 0.23
O 2.297 -0.482 0.983 -0.63
C 1.886 0.243 0.016 0.69
O 0.881 1.077 0.165 -0.28
C 0.713 1.743 -1.103 -0.40
C 1.457 0.942 -2.110 -0.24
O 2.368 0.241 -1.235 -0.31
H -0.291 1.821 -1.520 0.33
H 1.029 2.782 -1.012 0.27
H 1.871 1.753 -2.709 0.29
H 0.738 0.321 -2.643 0.28
```

Properties
total charge: 0
HOMO: -0.3903 Eh
energy relative to the best compared isomer or geometry (same formula, charge and spin): 100.6 kcal/mol